7
Properties=species:S:1:pos:R:3 method="wB97M-V/def2-TZVPD" gap_ev=9.03 e_above_lowest_kcal_mol=47.7 homo_energy_ev=-9.868 smiles="N[S@H](=O)=S" total_energy_ev=-25253.825 largest_force_ev_per_a=3.5
N 1.16743 0.03192 -0.71510
S -0.59534 0.07484 0.56217
O -1.30964 -1.15826 0.36605
S -1.47862 1.74672 0.31871
H 1.36912 -0.96506 -0.71761
H 0.81478 0.29416 -1.62654
H 0.03227 -0.02433 1.81232